No. 1
The following is a DFT calculation (ωB97M-V/def2-TZVPD) of a 3-piece molecular cluster, C3H14NO2S2 overall.

Values from the calculation:
F_max   2.94 eV/Å
<S²>   0.754
Energy above the lowest of the compared OMol25 structures with the same formula, charge and spin   0.0 kcal/mol
E_tot   -1124.189075 Eh
Multiplicity   2
LUMO (alpha / beta)   -0.279 / -0.289 eV
HOMO level (alpha / beta)   -0.14079 / -0.25781 hartree

Each line ends with the Mulliken spin population.
CARTESIAN COORDINATES (ANGSTROEM)
N: 1.095 0.585 1.002  0.018
C: 0.949 -0.174 -0.298  0.026
C: 1.376 0.756 -1.440  0.003
C: -0.474 -0.636 -0.269  0.051
S: -1.003 -1.648 1.113  0.428
S: -2.399 -0.249 2.203  0.526
H: 2.037 0.844 1.240  -0.002
H: 0.544 1.437 1.006  -0.008
H: 0.878 0.000 1.836  -0.007
H: 1.612 -1.007 -0.158  -0.024
H: 1.772 1.657 -0.990  0.001
H: 2.108 0.196 -2.004  0.000
H: 0.614 1.146 -2.108  0.000
H: -1.130 0.200 -0.549  -0.020
H: -0.731 -1.315 -1.078  0.010
H: -3.535 -0.814 1.778  -0.004
H: 1.950 -0.160 -7.601  0.000
H: 2.410 -0.095 -6.111  0.000
O: 1.980 -0.645 -6.774  0.000
H: 1.048 3.254 3.105  0.000
H: 1.669 3.846 1.809  0.000
O: 1.288 3.042 2.205  0.000

***

No. 2
The following is a DFT calculation (ωB97M-V/def2-TZVPD) of an isolated ion of composition C11H13N2 and charge +1.

Values from the calculation:
F_max   5.29 eV/Å
<S²>   2.069
Energy above the lowest of the compared OMol25 structures with the same formula, charge and spin   40.4 kcal/mol
E_tot   -535.989540 Eh
Multiplicity   3
Net charge   +1
LUMO (alpha / beta)   -4.221 / -6.471 eV
HOMO level (alpha / beta)   -0.40755 / -0.46391 hartree

Each line ends with the Mulliken spin population.
CARTESIAN COORDINATES (ANGSTROEM)
C: -4.006 0.482 0.161  -0.039
C: -3.202 1.541 0.321  0.136
C: -0.274 -2.559 -0.206  0.062
C: -3.641 -0.756 -0.100  0.104
C: -1.607 -2.277 -0.201  0.191
C: -1.791 1.471 0.161  -0.106
C: 0.837 -1.722 -0.037  0.014
C: -2.202 -0.961 -0.080  0.125
C: -1.408 0.151 -0.005  0.822
C: 2.951 -0.154 0.747  0.016
C: 2.095 1.548 -0.793  -0.011
N: 0.794 -0.447 -0.157  0.119
N: 1.888 0.336 -0.069  0.472
H: -5.083 0.598 0.464  0.000
H: -3.573 2.536 0.433  0.013
H: 0.032 -3.656 0.016  0.000
H: -4.391 -1.539 -0.242  0.007
H: -2.231 -3.091 -0.399  0.009
H: -1.085 2.278 0.346  0.011
H: 1.728 -2.346 0.092  -0.009
H: 3.593 -0.809 0.080  0.025
H: 3.463 0.767 1.263  0.010
H: 2.539 -0.701 1.603  -0.007
H: 3.005 1.556 -1.396  0.019
H: 1.334 1.785 -1.612  0.003
H: 2.138 2.329 -0.077  0.016

***

No. 3
The following is a DFT calculation (ωB97M-V/def2-TZVPD) of C7H12NO2S as an isolated structure.

Values from the calculation:
F_max   7.13 eV/Å
Energy above the lowest of the compared OMol25 structures with the same formula, charge and spin   69.8 kcal/mol
E_tot   -876.945621 Eh
Net charge   +1
LUMO   -3.517 eV
HOMO level   -0.41563 hartree

Each line ends with the natural charge from an NBO analysis.
CARTESIAN COORDINATES (ANGSTROEM)
C: -0.479 -1.962 0.292  0.505
C: 0.360 -0.487 1.160  -0.004
C: 0.011 -0.149 -0.966  0.522
C: 0.162 0.547 -2.364  -0.676
C: 1.118 2.487 1.861  -0.649
C: -0.858 -2.106 -2.118  -0.434
C: 0.051 1.763 2.594  -0.491
N: -0.478 -1.421 -0.914  -0.354
O: 0.369 0.361 0.152  -0.364
O: -0.666 -3.205 0.521  -0.606
S: 0.466 -0.010 2.781  0.358
H: 0.983 1.252 -2.259  0.257
H: 0.284 -0.055 -3.191  0.244
H: -0.700 1.109 -2.695  0.253
H: 2.140 2.421 2.295  0.237
H: 1.205 2.269 0.825  0.218
H: 0.874 3.590 1.895  0.238
H: -1.693 -1.565 -2.461  0.231
H: -0.092 -2.204 -2.933  0.254
H: -1.250 -3.097 -1.686  0.252
H: -0.839 1.593 2.063  0.221
H: -0.069 2.072 3.673  0.259
H: -0.899 -3.202 1.473  0.529

***

No. 4
The following is a DFT calculation (ωB97M-V/def2-TZVPD) of C18H32N10O5PbS2 as an isolated structure.

Values from the calculation:
F_max   0.92 eV/Å
<S²>   0.754
Energy above the lowest of the compared OMol25 structures with the same formula, charge and spin   10.6 kcal/mol
E_tot   -2617.986373 Eh
Multiplicity   2
Net charge   +1
LUMO (alpha / beta)   -2.213 / -3.364 eV
HOMO level (alpha / beta)   -0.37752 / -0.37973 hartree

Each line ends with the Mulliken spin population.
CARTESIAN COORDINATES (ANGSTROEM)
Pb: -0.507 -0.778 1.907  0.001
O: -1.725 -2.931 2.005  0.001
N: -2.955 -3.003 2.478  0.000
C: -3.491 -4.238 2.629  0.000
C: -4.759 -4.426 3.102  0.000
C: -5.522 -3.310 3.440  0.000
C: -4.969 -2.060 3.288  0.000
C: -3.666 -1.888 2.804  0.000
S: -3.019 -0.288 2.619  0.000
H: -2.825 -5.038 2.345  0.000
H: -5.147 -5.429 3.206  0.000
H: -6.527 -3.426 3.820  0.000
H: -5.525 -1.169 3.540  0.000
N: -1.613 -1.026 -0.361  0.000
C: -1.362 0.075 -1.294  0.000
C: -2.093 -0.109 -2.638  0.000
C: -3.488 0.518 -2.770  0.000
C: -3.522 2.028 -2.993  0.000
N: -3.440 2.814 -1.761  0.000
C: -2.476 3.664 -1.426  0.000
N: -1.293 3.627 -2.033  0.000
N: -2.728 4.601 -0.506  0.000
C: 0.157 0.280 -1.506  -0.004
O: 0.459 1.086 -2.430  0.000
O: 0.950 -0.349 -0.774  -0.002
H: -1.271 -1.902 -0.743  0.000
H: -2.612 -1.112 -0.199  0.000
H: -1.709 0.976 -0.782  0.000
H: -2.202 -1.182 -2.813  0.000
H: -1.450 0.278 -3.429  0.000
H: -4.105 0.282 -1.896  0.000
H: -3.971 0.062 -3.636  0.000
H: -4.469 2.297 -3.462  0.000
H: -2.719 2.333 -3.662  0.000
H: -4.285 2.851 -1.214  0.000
H: -0.861 2.721 -2.274  0.000
H: -0.622 4.304 -1.702  0.000
H: -3.622 4.646 -0.048  0.000
H: -1.948 5.026 -0.025  0.000
N: 2.780 -2.689 0.857  0.271
C: 3.471 -1.516 0.903  0.239
C: 4.979 -1.643 0.871  0.034
C: 5.507 -1.576 -0.570  0.043
C: 5.572 -0.160 -1.134  -0.005
N: 4.245 0.419 -1.320  0.004
C: 3.713 1.465 -0.690  -0.003
N: 4.346 2.072 0.316  0.000
N: 2.553 1.954 -1.119  0.001
C: 3.060 -0.493 2.537  -0.015
O: 3.731 0.501 2.485  0.205
O: 2.212 -1.096 3.132  0.168
H: 3.059 -3.435 1.477  0.003
H: 1.786 -2.617 0.695  -0.011
H: 3.029 -0.789 0.229  0.063
H: 5.271 -2.597 1.315  0.003
H: 5.440 -0.854 1.464  0.001
H: 4.875 -2.190 -1.218  0.001
H: 6.515 -1.994 -0.599  -0.001
H: 6.073 -0.183 -2.102  0.001
H: 6.164 0.483 -0.484  0.000
H: 3.698 0.044 -2.079  0.003
H: 5.034 1.558 0.840  0.000
H: 3.798 2.707 0.877  -0.001
H: 1.864 1.338 -1.556  0.000
H: 2.118 2.628 -0.501  0.000
S: 1.596 3.774 1.447  0.000
C: 0.578 2.506 1.523  0.001
N: -0.132 1.578 1.595  -0.001

***

No. 5
The following is a DFT calculation (ωB97M-V/def2-TZVPD) of a 2-piece molecular cluster, C4H14N3 overall.

Values from the calculation:
F_max   0.82 eV/Å
Energy above the lowest of the compared OMol25 structures with the same formula, charge and spin   28.1 kcal/mol
E_tot   -324.820046 Eh
Net charge   +1
LUMO   -2.996 eV
HOMO level   -0.49855 hartree

Each line ends with the natural charge from an NBO analysis.
CARTESIAN COORDINATES (ANGSTROEM)
C: 2.342 0.630 0.232  -0.421
N: 1.191 -0.272 0.475  -0.681
C: 0.678 -0.275 1.779  0.258
N: -0.085 -1.198 2.182  -0.644
H: 2.097 1.608 0.641  0.211
H: 3.248 0.257 0.705  0.219
H: 2.494 0.708 -0.842  0.209
H: 1.343 -1.234 0.190  0.410
H: 0.932 0.617 2.356  0.164
H: -0.364 -0.981 3.138  0.362
C: -0.911 -0.296 -2.443  -0.423
N: -0.875 0.568 -1.232  -0.530
C: -2.127 0.552 -0.419  -0.420
H: 0.053 -0.239 -2.940  0.232
H: -1.087 -1.326 -2.139  0.234
H: -1.721 0.022 -3.093  0.233
H: -0.764 1.536 -1.536  0.418
H: 0.002 0.318 -0.656  0.465
H: -2.938 0.917 -1.039  0.229
H: -1.976 1.175 0.459  0.234
H: -2.322 -0.465 -0.088  0.241

***

Look up the energy above the lowest of the compared OMol25 structures with the same formula, charge and spin of the third one.
69.8 kcal/mol

***

Which value of energy above the lowest of the compared OMol25 structures with the same formula, charge and spin does entry 3 give?
69.8 kcal/mol

***

Which value of E_tot does entry 2 give?
-535.989540 Eh